No. 1
Formula: C40H44AsF6N3PSTi
Source: the OMol25 dataset
Level of theory: the ωB97M-V functional and the def2-TZVPD basis

Last column: Mulliken charge in e.
Element x y z (Å)
Ti: -0.8798 -1.3415 -0.3605  -0.03
C: -5.2065 -0.9624 0.1646  -1.67
C: -4.7232 -0.3389 -1.1502  0.65
C: -5.7859 0.6077 -1.7054  -1.46
P: -3.0096 0.3527 -0.9243  0.87
C: -2.9205 1.7855 -2.0910  0.51
C: -2.9641 1.3023 -3.5416  -1.54
C: -1.6870 2.6452 -1.8298  -1.39
C: -2.9964 1.1178 0.7112  -0.42
C: -3.9418 2.0653 1.0995  -0.09
C: -3.9796 2.5962 2.3774  0.50
C: -5.0145 3.6076 2.7835  -1.72
C: -3.0268 2.1328 3.2835  -1.25
C: -2.0643 1.2135 2.9204  -0.60
C: -2.0044 0.6995 1.6131  -0.47
N: -0.9757 -0.1770 1.2239  2.03
C: 0.1635 -0.1471 2.0889  -0.42
C: 0.9999 0.9792 2.1013  1.15
C: 0.6519 2.2324 1.3465  -1.78
C: 2.1476 0.9504 2.8837  -0.99
C: 2.4651 -0.1429 3.6790  0.81
C: 3.7375 -0.1723 4.4780  -1.72
C: 1.5776 -1.2102 3.7108  -0.67
C: 0.4250 -1.2331 2.9357  0.37
C: -0.5179 -2.3962 3.0232  -1.43
H: -6.0269 -1.6512 -0.0397  0.47
H: -5.5649 -0.1891 0.8449  0.40
H: -4.4226 -1.5212 0.6731  0.21
H: -4.5806 -1.1517 -1.8669  0.60
H: -5.9914 1.4321 -1.0218  0.18
H: -6.7202 0.0554 -1.8265  0.48
H: -5.5255 1.0264 -2.6770  0.37
H: -3.8069 2.3963 -1.8935  0.77
H: -1.9842 0.9354 -3.8481  0.16
H: -3.2284 2.1251 -4.2085  0.43
H: -3.6845 0.4985 -3.7012  0.37
H: -0.7687 2.0638 -1.9425  0.00
H: -1.6999 3.0715 -0.8266  0.27
H: -1.6474 3.4655 -2.5501  0.57
H: -4.6773 2.3999 0.3777  0.03
H: -5.5919 3.9463 1.9234  0.35
H: -4.5541 4.4832 3.2437  0.38
H: -5.7140 3.1876 3.5091  0.33
H: -3.0334 2.5078 4.3009  0.40
H: -1.3346 0.8934 3.6518  0.60
H: 0.0999 2.0203 0.4317  0.07
H: 1.5516 2.7951 1.0938  0.48
H: 0.0114 2.8785 1.9529  0.41
H: 2.8032 1.8154 2.8809  0.42
H: 4.0322 0.8281 4.7952  0.42
H: 4.5591 -0.5833 3.8856  0.27
H: 3.6302 -0.7944 5.3664  0.39
H: 1.7851 -2.0563 4.3577  0.36
H: -0.3699 -2.9337 3.9594  0.53
H: -0.3474 -3.0931 2.1991  0.11
H: -1.5574 -2.0703 2.9665  0.17
F: -1.7143 -2.7854 -1.7369  -0.47
As: -2.6204 -4.0791 -0.7319  2.23
F: -2.6543 -5.1299 -2.0703  -0.47
F: -2.4116 -2.7408 0.4597  -0.33
F: -3.4523 -5.0649 0.3747  -0.47
F: -4.0783 -3.3365 -1.2560  -0.47
F: -1.0975 -4.6681 -0.2357  -0.46
S: 2.9196 2.1342 -4.6487  -0.26
C: 2.0207 1.1743 -3.4797  1.18
C: 2.2688 1.1583 -2.1119  -0.42
C: 1.4671 0.3861 -1.2978  -1.68
N: 0.4246 -0.3091 -1.7602  1.09
C: 0.2242 -0.3411 -3.0828  -1.20
C: 0.9799 0.3867 -3.9724  -0.85
C: 4.2862 2.7234 -3.6759  0.08
C: 4.3248 4.0435 -3.2546  -0.04
C: 5.4259 4.4658 -2.5205  -0.36
N: 6.4385 3.6726 -2.1915  -0.60
C: 6.3891 2.4089 -2.6046  -0.34
C: 5.3460 1.8868 -3.3539  -0.03
H: 3.0783 1.7228 -1.6740  0.54
H: 1.6590 0.3082 -0.2355  0.51
H: -0.5920 -0.9650 -3.4287  0.62
H: 0.7706 0.3288 -5.0317  0.52
H: 3.5180 4.7248 -3.4864  0.42
H: 5.4879 5.4922 -2.1775  0.37
H: 7.2269 1.7793 -2.3287  0.38
H: 5.3586 0.8532 -3.6725  0.41
C: 0.9012 -2.4141 0.0487  -0.58
C: 1.9497 -3.0146 0.2044  0.77
C: 3.1643 -3.7246 0.4480  -0.04
C: 4.0118 -3.3263 1.4873  -0.16
C: 5.1927 -4.0076 1.7285  -0.56
C: 5.5480 -5.0946 0.9414  -0.43
C: 4.7114 -5.4975 -0.0905  -0.55
C: 3.5290 -4.8206 -0.3391  -0.54
H: 3.7264 -2.4791 2.0987  0.34
H: 5.8385 -3.6895 2.5374  0.39
H: 6.4706 -5.6268 1.1333  0.38
H: 4.9794 -6.3469 -0.7057  0.38
H: 2.8724 -5.1353 -1.1392  0.47

Values from the calculation:
expectation value of S² = 0.756
HOMO level (alpha / beta) = -7.54 / -7.78 eV
energy above the lowest of the compared OMol25 structures with the same formula, charge and spin = 63.4 kJ/mol
energy = -167052.7925 eV
2S+1 = 2

***

No. 2
Formula: C4H7ClN2O
Source: the OMol25 dataset
Level of theory: the ωB97M-V functional and the def2-TZVPD basis

Last column: Mulliken charge in e.
Element x y z (Å)
C: -1.5926 -0.0335 0.6383  -0.73
C: 0.3796 -0.6278 -0.4618  0.17
C: 0.9067 0.6203 -0.1424  0.50
C: 0.3319 1.9016 -0.2503  -0.32
H: -2.9389 -0.4176 0.7872  0.23
H: -1.7059 1.1239 0.3064  0.25
H: -0.8550 -0.1436 1.7601  0.26
H: -1.2122 -1.7938 -0.7296  0.33
H: 1.5548 -2.1453 0.5298  0.33
H: 2.2132 -1.3683 -0.7011  0.32
H: 0.7926 2.8757 -0.0011  0.42
N: -0.8719 -0.9800 -0.0987  -0.05
N: 1.1805 -1.7118 -0.9187  -0.81
O: -0.7121 2.0981 -0.9226  -0.61
Cl: 2.5292 0.6023 0.2045  -0.30

Values from the calculation:
HOMO level = -8.54 eV
energy above the lowest of the compared OMol25 structures with the same formula, charge and spin = 639.6 kJ/mol
energy = -21805.0099 eV